(w)
# C5H8N5

A gas-phase ion, C5H8N5 (charge +1) (the ωB97M-V functional and the def2-TZVPD basis, the OMol25 dataset).

```
18
Properties=species:S:1:pos:R:3:lowdin_charge:R:1
N -0.590 1.315 -0.943 0.15
C -0.228 0.948 0.355 -0.21
N -1.032 -0.318 0.801 0.12
C -0.654 -1.608 0.161 -0.04
C 0.544 -1.774 -0.370 0.03
C 1.509 -0.765 -0.137 -0.28
N 2.855 -0.827 -0.281 0.16
C 3.258 0.369 0.010 -0.16
N 2.257 1.234 0.332 0.13
N 1.196 0.475 0.343 -0.06
H 0.135 1.130 -1.630 0.12
H -1.053 2.156 -1.181 0.10
H -0.423 1.646 1.060 0.13
H -1.977 -0.064 0.420 0.20
H -0.992 -0.547 1.816 0.20
H -1.527 -2.384 0.104 0.17
H 0.938 -2.652 -0.764 0.12
H 4.279 0.441 -0.040 0.10
```

Values from the calculation:
E_HOMO: -13.293 eV
M: 138.15 g mol⁻¹
HOMO-LUMO gap: 9.20 eV
Total charge: +1
Multiplicity: 1


(x)
# C5H8N5

A gas-phase ion, C5H8N5 (charge +1) (the ωB97M-V functional and the def2-TZVPD basis, the OMol25 dataset).

```
18
Properties=species:S:1:pos:R:3:lowdin_charge:R:1
N -0.427 -1.424 -2.494 0.15
C -0.847 -0.608 -1.481 -0.24
C -1.988 0.099 -1.112 0.03
N -1.777 0.759 0.127 0.11
C -0.616 0.257 0.559 -0.05
N 0.038 -0.380 -0.399 0.01
C 1.382 -0.541 -0.154 -0.01
C 1.774 0.136 0.976 -0.07
N 0.820 0.966 1.437 -0.02
N 0.795 1.317 2.744 0.08
H -0.921 -1.210 -3.363 0.13
H 0.584 -1.538 -2.595 0.11
H -3.005 0.251 -1.354 0.12
H -2.610 1.099 0.612 0.18
H 1.953 -1.158 -0.893 0.14
H 2.773 0.008 1.260 0.12
H 0.887 0.714 3.534 0.11
H 0.099 2.009 2.949 0.11
```

Values from the calculation:
E_HOMO: -12.253 eV
M: 138.15 g mol⁻¹
HOMO-LUMO gap: 8.47 eV
Total charge: +1
Multiplicity: 1


(w) has the most favorable energy; the next structure is 109.1 kJ/mol above.


(w)
# C4H10N

A gas-phase ion, C4H10N (charge +1) (the ωB97M-V functional and the def2-TZVPD basis, the OMol25 dataset).

```
15
Properties=species:S:1:pos:R:3:lowdin_charge:R:1
C -1.711 0.466 1.296 0.07
C -1.066 -0.290 0.444 -0.14
C 0.321 0.124 0.067 -0.35
C 1.367 -1.028 0.129 0.01
N 0.305 0.654 -1.310 0.20
H -2.673 0.362 1.555 0.03
H -1.312 1.469 1.654 0.11
H -1.436 -1.193 0.054 0.11
H 0.478 1.019 0.653 0.14
H 1.850 -1.034 1.068 0.08
H 0.874 -2.008 0.002 0.11
H 2.091 -0.853 -0.628 0.07
H -0.307 1.459 -1.417 0.18
H -0.084 0.084 -2.113 0.21
H 1.302 0.768 -1.457 0.16
```

Values from the calculation:
E_HOMO: -14.781 eV
M: 72.13 g mol⁻¹
HOMO-LUMO gap: 11.10 eV
Total charge: +1
Multiplicity: 1


(x)
# C4H10N

A gas-phase ion, C4H10N (charge +1) (the ωB97M-V functional and the def2-TZVPD basis, the OMol25 dataset).

```
15
Properties=species:S:1:pos:R:3:lowdin_charge:R:1
C -2.350 -0.584 0.014 0.15
N -1.231 -0.354 0.519 0.05
C -0.358 0.728 0.036 -0.19
C 1.146 0.640 0.253 -0.23
C 1.780 -0.548 -0.544 -0.09
H -2.646 -0.083 -0.937 0.14
H -3.103 -1.392 0.322 0.16
H -0.867 -0.643 1.476 0.22
H -0.609 0.960 -0.992 0.13
H -0.630 1.582 0.661 0.14
H 1.219 0.617 1.320 0.09
H 1.758 1.608 -0.029 0.17
H 2.767 -0.236 -0.964 0.09
H 1.987 -1.421 0.205 0.11
H 1.138 -0.873 -1.341 0.05
```

Values from the calculation:
E_HOMO: -15.602 eV
M: 72.13 g mol⁻¹
HOMO-LUMO gap: 10.38 eV
Total charge: +1
Multiplicity: 1


(y)
# C4H10N

2 unconnected molecules or ions with the total composition C4H10N (the ωB97M-V functional and the def2-TZVPD basis, the OMol25 dataset).

```
15
Properties=species:S:1:pos:R:3:lowdin_charge:R:1
C 2.153 0.993 1.381 0.15
N 1.050 0.853 0.831 0.18
H 2.431 0.150 1.895 0.09
H 2.836 1.918 1.269 0.18
H 0.807 1.564 0.049 0.18
H 0.209 0.274 0.826 0.10
C -0.814 -1.732 -0.595 -0.13
C -0.821 -0.325 -1.081 -0.26
C -1.547 0.704 -0.528 -0.01
H -1.749 -2.442 -0.669 0.13
H 0.031 -2.308 -1.155 0.11
H -0.664 -1.671 0.507 0.07
H -0.278 -0.143 -2.021 0.11
H -1.541 1.594 -1.081 0.05
H -2.102 0.571 0.371 0.07
```

Values from the calculation:
E_HOMO: -13.770 eV
M: 72.13 g mol⁻¹
HOMO-LUMO gap: 8.38 eV
Total charge: +1
Multiplicity: 1


(z)
# C4H10N

2 unconnected molecules or ions with the total composition C4H10N (the ωB97M-V functional and the def2-TZVPD basis, the OMol25 dataset).

```
15
Properties=species:S:1:pos:R:3:lowdin_charge:R:1
C 1.310 0.441 0.860 -0.09
C 0.930 -1.027 0.780 -0.10
C 0.237 -0.016 -0.115 -0.27
C -2.339 0.474 0.375 0.20
N 0.558 -0.124 -1.501 0.20
H 1.105 0.799 1.908 0.13
H 2.248 0.783 0.341 0.13
H 1.663 -1.622 0.267 0.10
H 0.402 -1.431 1.622 0.11
H -2.604 1.070 -0.509 0.03
H -1.923 1.070 1.163 0.00
H -2.636 -0.543 0.518 0.01
H 0.716 0.793 -1.869 0.17
H -0.170 -0.782 -1.915 0.22
H 1.421 -0.690 -1.452 0.17
```

Values from the calculation:
E_HOMO (spin up / spin down): -13.062 / -13.477 eV
M: 72.13 g mol⁻¹
HOMO-LUMO gap (spin up / spin down): 8.12 / 9.36 eV
Total charge: +1
Multiplicity: 1


(w) has the most favorable energy; the next structure is 31.1 kJ/mol above.


(w)
# C4H10N

A gas-phase ion, C4H10N (charge +1) (the ωB97M-V functional and the def2-TZVPD basis, the OMol25 dataset).

```
15
Properties=species:S:1:pos:R:3:lowdin_charge:R:1
C 1.362 -1.364 -1.297 -0.10
C 1.218 -0.817 0.151 -0.26
C 0.075 -0.006 0.652 -0.01
C -0.436 1.328 0.265 -0.02
N -1.827 1.588 0.771 0.13
H 0.375 -1.862 -1.540 0.08
H 1.584 -0.692 -2.167 0.08
H 2.143 -2.250 -1.405 0.12
H 1.159 -1.602 0.954 0.12
H 2.192 -0.292 0.327 0.13
H -0.610 -0.628 1.224 0.11
H -0.447 1.581 -0.718 0.08
H -2.032 1.226 1.763 0.20
H -2.606 1.224 0.216 0.16
H -2.152 2.566 0.805 0.17
```

Values from the calculation:
E_HOMO: -14.331 eV
M: 72.13 g mol⁻¹
HOMO-LUMO gap: 9.79 eV
Total charge: +1
Multiplicity: 1


(x)
# C4H10N

2 unconnected molecules or ions with the total composition C4H10N (the ωB97M-V functional and the def2-TZVPD basis, the OMol25 dataset).

```
15
Properties=species:S:1:pos:R:3:lowdin_charge:R:1
C 0.916 -0.952 1.514 -0.01
C 1.620 -0.081 0.790 -0.01
C -1.269 1.666 -0.841 0.17
C -0.780 -0.484 -1.729 0.03
N -1.045 0.466 -0.634 0.00
H 0.096 -1.337 1.119 -0.01
H 2.378 0.540 1.119 0.05
H -1.240 0.003 0.279 0.18
H 1.344 -0.310 -0.137 -0.03
H 1.235 -1.137 2.507 0.06
H -1.069 2.031 -1.804 0.11
H -1.581 2.477 -0.233 0.13
H -0.930 -0.039 -2.722 0.12
H -1.246 -1.400 -1.471 0.10
H 0.334 -0.538 -1.600 0.11
```

Values from the calculation:
E_HOMO: -13.936 eV
M: 72.13 g mol⁻¹
HOMO-LUMO gap: 8.81 eV
Total charge: +1
Multiplicity: 1


(y)
# C4H10N

2 unconnected molecules or ions with the total composition C4H10N (the ωB97M-V functional and the def2-TZVPD basis, the OMol25 dataset).

```
15
Properties=species:S:1:pos:R:3:lowdin_charge:R:1
C -0.148 -1.107 -1.322 -0.04
C 1.130 -0.297 -1.245 0.08
C -1.648 1.506 0.389 0.05
C -0.510 0.881 0.492 -0.15
N 0.065 -0.385 -0.096 -0.03
H -0.884 -0.707 -2.004 0.13
H -0.248 -2.151 -1.150 0.13
H 2.019 -0.736 -0.999 0.10
H 1.040 0.513 -1.976 0.15
H -2.240 2.479 0.913 0.17
H -2.404 1.025 -0.358 0.10
H 1.685 -0.852 2.938 0.06
H 1.411 -0.264 2.648 0.02
H 0.380 1.083 1.152 0.11
H 0.352 -0.990 0.618 0.12
```

Values from the calculation:
E_HOMO: -15.377 eV
M: 72.13 g mol⁻¹
HOMO-LUMO gap: 12.37 eV
Total charge: +1
Multiplicity: 1


(z)
# C4H10N

2 unconnected molecules or ions with the total composition C4H10N (the ωB97M-V functional and the def2-TZVPD basis, the OMol25 dataset).

```
15
Properties=species:S:1:pos:R:3:lowdin_charge:R:1
C 0.666 -2.848 -0.939 0.19
N 0.203 -1.921 -0.175 0.22
H 0.895 -2.681 -1.985 0.13
H 0.704 -3.816 -0.448 0.13
H 0.036 -1.037 -0.657 0.14
H -0.001 -2.230 0.762 0.16
C -0.125 1.886 -0.815 -0.14
C 0.126 1.726 0.658 -0.25
C -0.861 1.392 1.515 -0.02
H -0.237 2.973 -0.949 0.09
H -1.040 1.475 -1.243 0.07
H 0.663 1.733 -1.565 0.07
H 1.134 1.715 1.057 0.10
H -0.729 1.616 2.571 0.06
H -1.643 0.697 1.248 0.05
```

Values from the calculation:
E_HOMO: -12.391 eV
M: 72.13 g mol⁻¹
HOMO-LUMO gap: 6.41 eV
Total charge: +1
Multiplicity: 1


(z) has the most favorable energy; the next structure is 9.2 kJ/mol above.


(w)
# C2H8IN2

A gas-phase ion, C2H8IN2 (charge +1) (the ωB97M-V functional and the def2-TZVPD basis, the OMol25 dataset).

```
13
Properties=species:S:1:pos:R:3:lowdin_charge:R:1
N -0.278 -2.092 0.078 0.03
C -0.475 -0.843 -0.484 -0.53
I -2.692 0.009 0.058 0.66
C 0.270 0.266 0.340 -0.26
N 0.083 1.677 -0.120 0.17
H -0.451 -2.300 1.052 0.11
H -0.608 -2.864 -0.460 0.10
H -0.267 -0.960 -1.622 0.15
H -0.061 0.038 1.276 0.07
H 1.260 -0.089 0.297 0.12
H -0.923 1.555 -0.609 0.08
H 0.830 2.008 -0.655 0.14
H 0.062 2.184 0.749 0.16
```

Values from the calculation:
E_HOMO: -13.227 eV
M: 187.00 g mol⁻¹
HOMO-LUMO gap: 9.22 eV
Total charge: +1
Multiplicity: 1


(x)
# C2H8IN2

2 unconnected molecules or ions with the total composition C2H8IN2 (the ωB97M-V functional and the def2-TZVPD basis, the OMol25 dataset).

```
13
Properties=species:S:1:pos:R:3:lowdin_charge:R:1
C -0.617 -0.140 0.792 -0.24
C 0.607 -0.390 -0.144 -0.20
N -1.166 1.155 0.550 0.00
N 1.332 -1.453 0.064 0.20
I -0.273 0.444 -2.859 0.78
H -1.382 -0.836 0.546 0.12
H -0.157 -0.312 1.815 0.16
H 1.212 0.352 -0.623 0.05
H -0.548 1.786 0.873 0.03
H -2.165 1.272 0.925 0.15
H 0.993 -2.246 0.573 0.15
H 2.278 -1.459 -0.237 0.14
H -0.114 1.827 -2.275 -0.34
```

Values from the calculation:
E_HOMO: -13.715 eV
M: 187.00 g mol⁻¹
HOMO-LUMO gap: 8.82 eV
Total charge: +1
Multiplicity: 1


(y)
# C2H8IN2

A gas-phase ion, C2H8IN2 (charge +1) (the ωB97M-V functional and the def2-TZVPD basis, the OMol25 dataset).

```
13
Properties=species:S:1:pos:R:3:lowdin_charge:R:1
C -1.522 0.378 -0.449 -0.04
N -0.435 -0.347 0.209 -0.09
C 0.990 -0.120 -0.461 -0.65
N 2.015 0.159 0.521 0.07
I 1.115 -1.958 -1.730 0.85
H -1.508 1.411 -0.238 0.09
H -1.497 0.165 -1.547 0.12
H -2.370 0.037 0.119 0.11
H -0.674 -1.395 0.212 0.14
H -0.398 0.125 1.128 0.17
H 0.798 0.659 -1.244 0.10
H 2.556 -0.646 0.710 0.07
H 2.529 0.919 0.232 0.06
```

Values from the calculation:
E_HOMO: -14.129 eV
M: 187.00 g mol⁻¹
HOMO-LUMO gap: 9.90 eV
Total charge: +1
Multiplicity: 1


(y) has the most favorable energy; the next structure is 23.3 kJ/mol above.


(w)
# C3H11NO3

2 unconnected molecules or ions with the total composition C3H11NO3 (the ωB97M-V functional and the def2-TZVPD basis, the OMol25 dataset).

```
18
Properties=species:S:1:pos:R:3:lowdin_spin:R:1
C 1.298 0.296 1.445 0.06
O 1.172 0.264 2.846 0.01
C -0.026 0.690 0.781 0.08
C 0.174 0.703 -0.714 0.03
O 0.757 -0.479 -1.279 0.01
N -1.033 -0.359 1.194 0.75
H 2.131 0.957 1.212 0.00
H 1.538 -0.652 0.953 0.00
H 1.893 -0.231 3.230 0.00
H -0.433 1.618 1.164 0.01
H 0.921 1.458 -0.958 0.00
H -0.772 0.897 -1.231 0.00
H 0.173 -1.213 -1.055 0.00
H -1.721 0.003 1.858 0.02
H -1.523 -1.065 0.639 0.02
H -1.018 -1.160 -3.962 0.00
H -1.733 -0.553 -2.696 0.00
O -1.799 -1.172 -3.426 0.00
```

Values from the calculation:
E_HOMO (spin up / spin down): -14.722 / -14.721 eV
M: 109.12 g mol⁻¹
HOMO-LUMO gap (spin up / spin down): 10.82 / 5.71 eV
Total charge: +1
Multiplicity: 2
Expectation value of S²: 0.755


(x)
# C3H11NO3

3 unconnected molecules or ions with the total composition C3H11NO3 (the ωB97M-V functional and the def2-TZVPD basis, the OMol25 dataset).

```
18
Properties=species:S:1:pos:R:3:lowdin_spin:R:1
C -0.790 -1.711 0.586 0.06
C -0.479 -0.784 -0.595 0.08
C -0.951 0.591 -0.147 0.02
O -0.262 1.287 0.534 0.07
N -1.114 -3.133 0.140 0.71
H -1.458 -1.502 1.414 0.02
H 0.146 -1.799 1.131 0.00
H -0.799 -0.841 -1.642 0.00
H 0.612 -0.820 -0.647 0.00
H -1.941 0.955 -0.459 0.01
H -0.286 -3.720 0.004 0.02
H -1.712 -3.045 -0.685 0.01
H 1.953 1.088 0.730 0.00
H 3.335 1.150 0.534 0.00
O 2.584 0.746 0.082 0.00
H 0.295 3.108 -0.429 0.00
H 0.067 4.499 -0.136 0.00
O 0.799 3.931 -0.415 0.00
```

Values from the calculation:
E_HOMO (spin up / spin down): -13.722 / -13.720 eV
M: 109.12 g mol⁻¹
HOMO-LUMO gap (spin up / spin down): 9.82 / 4.27 eV
Total charge: +1
Multiplicity: 2
Expectation value of S²: 0.757


(w) has the most favorable energy; the next structure is 58.1 kJ/mol above.